[1]
C19H25IN4O5 | ωB97M-V with the def2-TZVPD basis set

The geometry in XYZ format:
```
54
Properties=species:S:1:pos:R:3:forces:R:3
C 0.30091 0.75500 1.63062 0.6 -0.6 -0.2
C 1.33769 0.44191 0.50326 -1.7 -0.4 -0.4
C 0.78486 -0.76598 -0.30216 0.4 0.5 0.5
C 0.87101 -2.07766 0.51474 0.3 -0.4 -0.3
C 1.92430 -3.03765 -0.07689 -0.4 -0.4 0.3
C -0.46863 -2.76391 0.65064 0.3 0.4 -0.8
C -0.92524 -3.28485 1.77982 -0.5 -0.1 0.3
C -2.29262 -3.90419 1.80904 0.1 -0.1 0.2
O -2.56701 -4.87739 2.47919 0.0 0.6 -0.1
C -3.29682 -3.21186 0.91288 0.8 -0.5 0.5
C -4.61870 -3.08069 1.23127 0.3 -0.6 0.4
C -5.43290 -2.39600 0.35854 -2.0 0.0 0.6
C -6.89550 -2.22408 0.76528 1.4 0.8 0.3
C -6.93840 -1.61221 2.18227 -1.4 -0.9 0.8
O -7.70785 -1.95770 3.02802 0.8 0.4 -0.9
I -5.51282 -0.04001 2.72296 -0.2 -0.1 -0.3
C -4.96668 -1.86220 -0.80471 0.2 0.6 -1.2
C -3.63476 -2.00130 -1.13757 0.1 0.1 -0.4
C -2.82892 -2.67452 -0.26973 1.7 -0.3 -0.1
C -1.35577 -2.82647 -0.57241 -0.1 -0.1 0.1
O -0.93152 -2.97479 -1.69893 -0.1 0.3 0.4
H -0.20208 1.70987 1.47728 0.3 0.1 0.2
H 0.79774 0.68920 2.59988 -0.3 0.4 0.1
H -0.48842 -0.00541 1.61052 0.1 0.1 0.2
H 2.33250 0.24719 0.89677 0.0 0.2 -0.1
H 1.31036 1.28828 -0.18895 0.6 0.0 0.2
H -0.25431 -0.50418 -0.53024 0.1 -0.2 -0.1
H 1.31424 -0.86817 -1.25514 -0.1 -0.1 0.1
H 1.20687 -1.85899 1.53583 -0.1 0.1 -0.1
H 1.93481 -3.96136 0.51362 0.1 0.1 0.0
H 1.65354 -3.32826 -1.09447 0.2 0.2 0.0
H 2.92781 -2.60938 -0.02873 -0.1 0.1 -0.2
H -0.32671 -3.22715 2.68507 -0.2 -0.3 0.0
H -4.98166 -3.51558 2.15690 -0.1 0.1 -0.1
H -7.39492 -3.19214 0.75706 -0.3 0.2 0.2
H -7.39098 -1.50147 0.11170 -0.1 -0.2 0.0
H -5.61144 -1.31996 -1.48725 -0.2 0.0 0.2
H -3.16961 -1.59883 -2.02948 -0.3 0.0 -0.1
C 4.23927 2.72224 0.72910 0.0 0.0 0.0
O 3.76653 2.12960 1.68886 0.1 0.1 0.0
N 4.77576 3.97143 0.82687 0.1 0.4 0.2
N 4.27461 2.19166 -0.52525 0.0 -0.3 -0.3
H 5.16665 4.46950 0.04532 -0.1 -0.2 -0.2
H 4.77158 4.40100 1.73245 0.0 -0.1 0.0
H 3.89102 1.27348 -0.64498 0.0 0.0 0.1
H 4.66080 2.67242 -1.32035 0.0 0.2 0.1
C 4.72060 5.41612 -2.93658 -0.1 0.1 -0.1
O 5.25746 4.59424 -2.20500 0.0 0.0 0.1
N 4.50164 6.70422 -2.55086 0.1 0.0 0.1
N 4.30059 5.10534 -4.19430 0.0 -0.2 0.0
H 4.06435 7.39203 -3.13334 0.0 0.0 0.0
H 4.79941 6.96527 -1.62955 0.0 0.0 0.0
H 4.44814 4.16420 -4.50813 0.0 0.0 0.0
H 3.85923 5.76016 -4.81072 0.0 0.0 0.0
```
Forces are in eV/Å.

Values from the calculation:
HOMO level ... -9.407 eV
Kohn-Sham gap ... 8.818 eV
SMILES ... CCC[C@H](C)C1=CC(=O)c2cc(CC(=O)I)ccc2C1=O.NC(N)=O.NC(N)=O
2S+1 ... 1
Total energy ... -44408.858 eV
Net charge ... 0

Here are the Löwdin charges for atoms 1 to 4, given in e:
1 C -0.083
2 C -0.240
3 C -0.177
4 C -0.315

***

[2]
C19H25IrN2 | ωB97M-V with the def2-TZVPD basis set

The geometry in XYZ format:
```
47
Properties=species:S:1:pos:R:3:forces:R:3
C -0.47880 0.83784 -4.70578 0.1 0.0 0.7
C 0.09983 2.17960 -4.62426 0.5 1.2 0.1
C 0.34551 -0.26791 -5.18314 0.8 -1.1 -0.4
C -1.93305 0.68489 -4.67640 -1.3 -0.1 0.0
H 0.39349 -0.29320 -6.29623 0.0 0.0 0.3
H -0.04298 -1.26189 -4.87792 0.1 0.5 -0.2
H 1.39910 -0.20397 -4.83948 -0.5 0.1 -0.2
H 0.08203 2.69336 -5.61171 0.0 -0.1 0.3
H 1.16214 2.17319 -4.30741 -0.4 -0.1 -0.2
H -0.45103 2.84568 -3.92929 0.2 -0.3 -0.3
H -2.38233 0.86297 -5.68045 0.1 -0.1 0.3
H -2.42974 1.40496 -3.99454 0.3 -0.3 -0.3
H -2.25537 -0.33284 -4.37897 0.2 0.4 -0.2
C 2.17462 -0.01817 1.11280 0.7 0.5 0.2
C 2.29716 -0.76957 -0.08438 0.8 0.1 -0.4
C 2.10917 0.13888 -1.19097 0.4 0.3 -0.6
H 2.58418 -1.82647 -0.15367 -0.2 0.7 0.0
C 1.86437 1.45783 -0.65448 0.5 -0.7 -1.2
C 1.89717 1.36491 0.74647 0.5 -0.5 0.8
H 1.83276 2.20894 1.45706 -0.1 -0.6 -0.9
H 2.34258 -0.39152 2.13926 -0.3 0.2 -1.0
H 2.25047 -0.10761 -2.25906 -0.3 0.2 0.9
H 1.78059 2.38392 -1.24878 -0.2 -0.8 0.4
C -2.19627 -0.93834 0.54792 0.0 -0.7 0.7
C -1.18897 -1.91655 0.93726 -0.8 -0.4 0.2
C -0.52907 -2.35301 -0.24078 -0.5 -0.7 -0.4
H -1.02749 -2.30475 1.95898 0.0 0.4 -1.0
C -1.12771 -1.66251 -1.35835 -0.4 -0.1 -0.6
C -2.15894 -0.78898 -0.84798 0.3 -0.7 -1.2
H -2.86079 -0.19420 -1.45784 0.7 -0.3 0.4
H -2.93347 -0.47247 1.22655 0.7 -0.2 -0.9
H 0.22818 -3.14468 -0.29732 -0.5 0.5 0.0
H -0.91601 -1.85495 -2.42567 -0.1 0.3 0.9
Ir 0.09228 -0.16716 0.00862 -1.3 2.1 2.0
N -0.88490 0.96652 6.65340 0.0 0.0 0.2
C -0.71180 0.77063 5.36949 0.3 -0.3 -2.9
C 0.40478 1.21391 4.64305 0.6 0.4 0.7
C 0.56222 0.97988 3.28790 1.6 1.4 2.9
N -0.34112 0.35177 2.58879 0.6 -0.5 -3.5
C -1.38950 -0.12740 3.19308 -2.3 -0.8 2.8
C -1.60970 0.07328 4.54444 -0.7 -0.3 0.7
H -0.22837 1.44790 7.18587 1.1 0.8 0.9
H -1.67197 0.63056 7.11602 -1.3 -0.6 0.7
H 1.20117 1.73707 5.18054 -0.2 -0.1 -0.3
H 1.57566 1.34792 2.98154 -1.7 -0.7 -0.4
H -2.19817 -0.79698 2.80126 1.4 1.1 -0.2
H -2.50363 -0.36218 5.00153 0.2 0.1 -0.2
```
Forces are in eV/Å.

Values from the calculation:
⟨S²⟩ ... 8.77
Relative energy (zero: lowest compared OMol25 entry of this formula, charge and spin) ... 0.000 eV
HOMO level (alpha / beta) ... -9.104 / -11.925 eV
Kohn-Sham gap (alpha / beta) ... 6.942 / 6.558 eV
2S+1 ... 6
Total energy ... -25914.214 eV
Net charge ... +1

Here are the Löwdin charges for atoms 1 to 4, given in e:
1 C -0.430
2 C -0.099
3 C -0.101
4 C -0.102

***

[3]
C19H25N3O | ωB97M-V with the def2-TZVPD basis set

The geometry in XYZ format:
```
48
Properties=species:S:1:pos:R:3:forces:R:3
C -6.02373 0.11778 -1.67612 0.2 0.1 -0.2
C -4.54232 0.43922 -1.83016 -0.2 -0.1 0.3
C -3.79738 0.33504 -0.50147 0.2 0.1 -0.4
C -2.31409 0.65993 -0.65247 -0.2 -0.1 0.3
H -1.86315 -0.02501 -1.37483 0.0 0.0 -0.1
H -2.19814 1.67269 -1.04341 0.1 0.0 -0.1
C -1.57288 0.56268 0.68691 0.0 0.0 -0.2
C -0.11991 0.89407 0.49534 0.2 0.0 0.1
N 0.15429 2.17301 0.71360 -0.2 0.3 0.1
C 1.38016 2.63566 0.52143 0.2 -0.3 -0.3
N 1.58556 3.95201 0.76671 0.2 0.1 0.0
H 0.84925 4.45582 1.22764 0.0 0.0 0.0
H 2.52146 4.31693 0.78623 0.0 0.1 0.0
C 2.41026 1.80324 0.02649 -1.0 -0.3 0.2
C 3.68707 2.36622 -0.12171 0.6 0.3 0.1
N 4.69623 2.91671 -0.16649 0.2 0.1 -0.1
C 2.12160 0.44999 -0.22587 -0.4 0.1 0.3
C 0.83701 -0.03610 0.06386 0.1 0.1 -0.2
C 0.50511 -1.49104 -0.11430 0.2 -0.2 0.1
H 0.98535 -1.84752 -1.02883 -0.1 0.0 0.0
H -0.56851 -1.62213 -0.24042 0.0 0.0 -0.1
C 0.98068 -2.39218 1.03928 -0.3 -0.1 0.0
C 0.21135 -2.25424 2.35460 0.2 0.0 0.0
C 0.63916 -1.05631 3.19488 -0.2 -0.1 0.0
H 0.43178 -0.11877 2.68763 0.0 0.1 0.1
H 1.70646 -1.10445 3.40176 0.1 0.0 0.0
H 0.10757 -1.05453 4.14432 0.0 0.1 0.1
H -0.86149 -2.20427 2.15503 -0.1 -0.1 0.0
H 0.38500 -3.16017 2.94184 -0.1 0.0 0.0
H 2.03779 -2.20960 1.23138 0.0 -0.1 0.0
H 0.88384 -3.42459 0.69363 0.1 0.0 0.0
C 3.16933 -0.33699 -0.86277 0.6 0.6 -0.7
C 4.08802 0.06651 -1.80252 -0.6 -0.2 0.5
C 4.85766 -1.07141 -2.12354 -0.1 -0.5 0.2
C 4.36188 -2.08376 -1.36044 0.6 0.2 -0.6
O 3.34200 -1.65377 -0.60650 -0.3 -0.1 0.4
H 4.63786 -3.11543 -1.26551 0.0 -0.1 0.1
H 5.66625 -1.12454 -2.82275 0.2 -0.1 -0.1
H 4.18758 1.04327 -2.22855 0.0 0.2 0.0
H -1.99327 1.29748 1.37453 0.0 -0.1 0.0
H -1.70765 -0.42865 1.11501 0.0 -0.1 0.0
H -3.90952 -0.67750 -0.10516 0.0 0.0 0.1
H -4.24632 1.02281 0.21859 0.0 0.0 0.1
H -4.09437 -0.24983 -2.55010 0.1 0.0 -0.1
H -4.42941 1.45046 -2.22724 0.1 0.0 -0.1
H -6.15785 -0.89361 -1.29824 -0.1 -0.1 0.0
H -6.49304 0.80795 -0.97841 -0.1 0.0 0.1
H -6.53453 0.19686 -2.63290 -0.1 0.0 0.0
```
Forces are in eV/Å.

Values from the calculation:
Relative energy (zero: lowest compared OMol25 entry of this formula, charge and spin) ... 1.316 eV
HOMO level ... -8.263 eV
Kohn-Sham gap ... 8.404 eV
SMILES ... CCCCCc1nc(N)c(C#N)c(-c2ccco2)c1CCCC
2S+1 ... 1
Total energy ... -26626.767 eV
Net charge ... 0

Here are the Löwdin charges for atoms 1 to 4, given in e:
1 C -0.120
2 C -0.278
3 C -0.232
4 C -0.199

***

[4]
C19H25N3O3 | ωB97M-V with the def2-TZVPD basis set

The geometry in XYZ format:
```
50
Properties=species:S:1:pos:R:3:forces:R:3
C 6.60215 1.64144 -0.01016 0.2 0.0 -0.2
H 6.27372 2.03723 -0.97611 0.0 0.0 0.0
O 5.51112 1.39878 0.84654 -0.3 -0.1 0.2
C 4.57219 0.49532 0.47187 -0.2 -0.1 0.1
C 3.52130 0.30223 1.37440 0.3 0.2 0.0
C 2.51582 -0.59249 1.09456 0.0 -0.1 -0.2
C 2.53263 -1.31842 -0.09753 0.5 0.3 0.0
C 3.57759 -1.12600 -0.99682 -0.3 -0.1 0.3
C 4.59013 -0.22969 -0.71860 0.3 0.2 0.0
H 5.38775 -0.10203 -1.43306 0.1 0.0 0.0
H 3.58251 -1.68992 -1.91621 0.1 0.0 -0.1
C 1.47040 -2.25012 -0.39939 -0.7 -0.8 -0.5
N 1.38820 -2.95718 -1.49714 1.0 0.6 -0.1
O 0.23067 -3.66593 -1.38142 -0.8 -0.3 0.4
C -0.31435 -3.33308 -0.20656 0.5 0.3 0.1
N 0.40882 -2.47231 0.44117 -0.2 -0.3 0.1
C -1.60465 -3.93370 0.20540 -0.1 -0.2 0.0
H -1.41866 -4.96267 0.52830 0.0 0.0 -0.1
C -2.27700 -3.14309 1.33114 0.0 0.1 -0.3
H -3.19138 -3.66088 1.62137 0.1 0.1 0.0
H -1.60955 -3.07268 2.18902 0.0 0.0 0.0
C -2.66206 -1.75030 0.82572 0.3 -0.3 0.6
O -3.69219 -1.55913 0.21330 -0.4 0.0 -0.4
N -1.75962 -0.79970 1.14306 0.2 0.3 0.2
H -0.85347 -1.13886 1.43767 -0.2 0.0 0.0
C -1.78647 0.56046 0.61104 -0.4 -0.1 -0.2
C -3.10266 1.24640 0.98797 0.2 0.2 0.1
H -3.30474 0.99502 2.03198 0.0 0.0 0.0
C -3.02719 2.76615 0.84432 -0.2 0.0 -0.1
C -3.42159 3.29507 -0.53752 0.0 -0.1 0.0
C -2.95274 2.44312 -1.71939 0.1 0.2 0.0
C -1.53471 1.88619 -1.58238 -0.2 -0.2 -0.1
C -1.50317 0.52356 -0.89442 0.2 0.2 0.1
H -0.51579 0.07253 -1.03782 0.0 -0.1 0.0
H -2.24112 -0.12988 -1.36397 0.0 0.0 0.0
H -0.89837 2.59324 -1.04762 0.1 0.1 0.0
H -1.11094 1.75823 -2.58127 0.1 0.1 0.0
H -3.01369 3.06092 -2.61846 -0.1 -0.1 0.0
H -3.63815 1.60644 -1.86114 -0.1 0.0 -0.1
H -3.01936 4.30615 -0.64009 -0.1 0.0 0.0
H -4.50950 3.37413 -0.59345 0.0 0.1 0.0
H -3.68995 3.22789 1.57930 0.1 0.0 0.0
H -2.01268 3.09135 1.08622 0.0 0.1 0.1
H -3.91605 0.83836 0.39172 -0.1 -0.1 0.0
H -0.96762 1.09216 1.11213 -0.1 0.0 0.0
H -2.25867 -3.97473 -0.66916 0.0 -0.1 0.1
H 1.70929 -0.74508 1.79467 -0.1 0.0 0.1
H 3.52512 0.87117 2.29057 0.0 0.1 0.1
H 7.21225 2.38788 0.49566 0.0 -0.1 -0.1
H 7.19648 0.73648 -0.16940 0.0 0.0 0.0
```
Forces are in eV/Å.

Values from the calculation:
Relative energy (zero: lowest compared OMol25 entry of this formula, charge and spin) ... 3.055 eV
HOMO level ... -8.619 eV
Kohn-Sham gap ... 9.249 eV
SMILES ... COc1ccc(-c2noc(CCC(=O)NC3CCCCCC3)n2)cc1
2S+1 ... 1
Total energy ... -30721.587 eV
Net charge ... 0

Here are the Löwdin charges for atoms 1 to 4, given in e:
1 C -0.085
2 H 0.096
3 O -0.078
4 C -0.272